Entry 1:
{
  "formula": "C8H13N2S",
  "method": "ωB97M-V/def2-TZVPD",
  "orbital_gap_ev": [4.538, 8.317],
  "homo_ev": [-11.130, -12.005],
  "total_charge": 1,
  "e_above_lowest_kcal_mol": 129.81,
  "energy_ev": -22309.8497,
  "symbols": ["H", "C", "H", "C", "C", "H", "H", "N", "H", "C", "C", "S", "H", "N", "H", "H", "H", "H", "H", "C", "C", "H", "C", "H"],
  "positions_angstrom": [[-2.742023, -0.630348, -0.347940], [-1.221086, 0.270114, -1.311126], [5.615076, 0.492844, 0.441324], [2.903790, -1.641981, 0.217974], [4.552008, 0.224806, 0.254696], [2.671430, -2.625782, 0.192608], [-1.941925, -1.605503, -1.460734], [-4.019248, -1.348288, 0.737082], [1.566691, 1.388807, -0.696273], [3.654675, 1.107575, -0.297962], [4.222784, -1.110931, 0.546558], [-1.420149, 1.820251, -0.831323], [-4.323945, -2.381895, 0.892834], [-1.904452, -0.715273, -1.001451], [-4.412526, -1.016679, -0.126019], [-3.037512, 3.128340, 0.132303], [-4.373398, -0.902113, 1.601750], [3.905414, 2.141999, -0.660091], [-3.763091, 1.317509, -0.007198], [-2.885811, 1.992116, 0.226849], [2.354496, 0.648367, -0.479394], [-2.493305, 1.870007, 1.216545], [2.090898, -0.611635, -0.118459], [5.001203, -1.812315, 0.877444]],
  "forces_ev_per_angstrom": [[1.104, -0.412, 0.192], [0.529, 1.394, 0.139], [-0.977, 0.044, -0.200], [2.829, 4.346, 0.731], [1.749, -0.970, 0.632], [-0.673, -2.892, 0.313], [0.724, -0.480, -0.388], [-0.350, -2.464, 1.617], [0.442, -0.546, -0.234], [-0.008, 1.045, -0.720], [-1.116, -0.839, -0.930], [1.079, 1.418, -0.688], [0.888, 2.325, -0.805], [-2.535, -2.024, 0.711], [-1.330, 0.067, 0.224], [-0.432, -1.825, -0.118], [0.116, 0.190, -1.185], [-0.054, -1.201, 0.721], [1.010, 1.179, 0.144], [-0.466, 0.942, -0.413], [-0.675, 2.168, 0.353], [-0.183, -0.461, 0.681], [-1.303, -1.433, -0.706], [-0.370, 0.426, -0.070]]
}

---

Entry 2:
{
  "formula": "C8H13N3",
  "method": "ωB97M-V/def2-TZVPD",
  "orbital_gap_ev": [8.177, 7.702],
  "homo_ev": [-8.641, -7.423],
  "total_charge": 0,
  "e_above_lowest_kcal_mol": 122.88,
  "energy_ev": -12971.8534,
  "symbols": ["H", "H", "H", "C", "H", "C", "C", "N", "N", "H", "H", "H", "H", "H", "H", "H", "C", "C", "C", "H", "C", "C", "H", "N"],
  "positions_angstrom": [[0.271373, 0.166667, -1.425111], [-1.220012, -1.439122, -1.502045], [2.870170, 0.679011, 1.456437], [-2.216458, 0.364671, -0.691552], [1.040086, 1.081977, 1.317164], [1.384324, 0.442818, -1.386870], [-0.536600, -0.905311, 0.436246], [0.519789, -2.811190, -0.365523], [2.075610, 0.037483, -0.247227], [2.325253, 2.019280, 0.482365], [-3.082708, 2.076614, 0.340031], [1.752512, 0.053746, -2.345550], [-2.820512, 0.596119, -1.564861], [-0.390510, -0.551245, 2.472178], [1.320193, 1.430253, -1.546702], [-1.518343, 1.936018, 2.210504], [-0.771850, -0.021229, 1.578895], [2.024930, 1.019202, 0.782136], [-1.387308, -0.743507, -0.667719], [1.404762, -3.354945, -0.214877], [-2.293190, 1.257878, 0.291861], [-1.563020, 1.122957, 1.445481], [0.370396, -2.620452, -1.434694], [0.441106, -1.837682, 0.579436]],
  "forces_ev_per_angstrom": [[1.288, 0.044, 0.355], [-0.727, 0.567, 0.188], [-1.309, 0.600, 0.064], [-0.864, -1.320, -2.847], [0.854, -0.104, -0.376], [-1.391, -3.140, -1.563], [-1.364, 0.469, 1.278], [1.210, -0.067, -1.546], [-0.166, -0.156, -0.273], [-0.269, 0.345, -0.543], [1.286, -0.960, -0.736], [0.346, -0.486, 0.346], [-0.019, -0.489, -0.064], [0.178, 1.474, -0.073], [-0.003, 4.167, -0.178], [-0.525, -1.074, -0.456], [0.319, -1.637, -0.772], [1.703, -0.969, 1.686], [1.110, -0.281, -0.296], [-1.333, 0.862, -0.315], [-1.784, 3.161, 2.017], [1.613, -0.618, 1.840], [0.297, -0.043, 2.695], [-0.450, -0.344, -0.432]]
}

---

Entry 3:
{
  "formula": "C8H13N3O6",
  "method": "ωB97M-V/def2-TZVPD",
  "orbital_gap_ev": 8.666,
  "homo_ev": -9.238,
  "total_charge": 0,
  "e_above_lowest_kcal_mol": 184.81,
  "energy_ev": -25256.4816,
  "symbols": ["C", "O", "H", "C", "N", "O", "N", "O", "H", "H", "N", "C", "C", "C", "H", "C", "O", "H", "H", "O", "H", "H", "O", "H", "C", "H", "H", "C", "H", "H"],
  "positions_angstrom": [[-1.482327, -0.916879, -3.660246], [2.246197, 2.802242, 2.202168], [-0.427513, -2.289773, -1.841845], [0.909137, 0.207494, 1.450926], [-1.705797, -2.548244, -0.271122], [0.096454, 0.351965, -1.320306], [-0.233654, -0.604046, -3.847892], [2.405301, -0.004734, 3.240996], [0.326056, -0.562765, -4.765590], [-0.212669, -1.539977, 1.089774], [0.018138, -0.686604, 0.644042], [1.189370, -0.503665, 2.697167], [1.168064, 2.746408, 1.684400], [0.198696, 1.654303, 1.491671], [1.772367, 0.226451, 0.739344], [-1.096295, -1.661780, -1.234177], [0.676504, 3.864819, 1.124171], [-2.974296, -1.910117, -2.291399], [-3.088895, -2.826636, -0.603043], [0.407423, -1.270657, 3.420504], [2.950395, 0.560459, 2.583189], [-0.384791, 3.947699, 1.000454], [-2.117464, -1.607049, -4.453441], [-0.342086, 1.836393, 0.506374], [-2.200773, -1.085745, -2.237243], [0.183568, -0.028747, -3.111120], [-2.809625, -0.323028, -1.741103], [-0.303246, -0.632690, -0.680548], [-0.659871, 1.693697, 2.326016], [-0.894516, -3.848751, -0.350700]],
  "forces_ev_per_angstrom": [[-4.142, -3.798, 0.288], [0.096, -0.943, -0.191], [-0.071, 0.587, -0.241], [-2.334, -0.074, -4.713], [-1.993, -5.108, 0.454], [-0.115, -0.292, -0.265], [4.152, 2.544, -0.691], [-1.089, -0.776, -1.639], [-2.154, -0.535, 1.802], [-0.682, -0.754, 0.697], [-0.398, -0.426, 0.078], [-0.652, -1.323, 6.473], [-0.701, 1.445, -0.093], [-1.647, -2.354, 1.123], [0.013, 0.701, 1.196], [-2.756, -2.774, -2.997], [-3.231, 2.054, -0.437], [1.291, 0.753, -0.851], [5.517, 0.656, 0.952], [4.471, 4.063, -4.587], [-1.678, -1.072, 1.334], [3.874, -0.852, 0.432], [-0.030, 0.820, -1.285], [0.957, -0.696, 1.205], [1.283, -0.568, 0.913], [-0.134, -0.192, -0.148], [0.755, 0.752, -0.345], [2.675, 4.155, 2.953], [2.054, -0.195, -1.590], [-3.331, 4.201, 0.172]]
}

---

Entry 4:
{
  "formula": "C8H13N3O6",
  "method": "ωB97M-V/def2-TZVPD",
  "orbital_gap_ev": 9.573,
  "homo_ev": -9.543,
  "total_charge": 0,
  "e_above_lowest_kcal_mol": 219.00,
  "energy_ev": -25254.9990,
  "smiles": "NC(=O)C[C@H](NC(=O)[C@@H](N)CC(=O)O)C(=O)O",
  "symbols": ["H", "C", "H", "H", "C", "H", "H", "C", "C", "O", "O", "O", "H", "H", "O", "H", "C", "O", "N", "H", "C", "N", "H", "C", "H", "H", "H", "C", "O", "N"],
  "positions_angstrom": [[0.188073, 2.825742, -0.205831], [-1.950565, 1.938007, -0.254178], [-0.553642, 1.518683, 1.209124], [1.925204, 1.033657, -0.491583], [1.545124, -1.050613, 0.076212], [0.466014, -2.378279, -1.243389], [-1.591399, -2.782495, 0.797495], [-0.498285, 1.762313, 0.035147], [0.561296, 1.783908, -2.108934], [-2.661672, 0.948820, -0.551464], [0.628996, -0.869194, 2.615556], [2.658158, -1.196280, 0.736907], [1.663525, -3.974717, -0.681591], [2.071180, 2.578632, -3.435259], [-0.665537, -3.199433, 2.915466], [-0.427538, -0.111970, -1.415699], [0.156936, 0.745506, -1.051876], [-0.010437, 2.911636, -2.157976], [1.280907, 0.199932, -0.478301], [-1.082105, -0.963620, 0.351891], [-0.178676, -2.123403, 2.192640], [0.923719, -3.674147, 0.185167], [-3.632238, 3.683370, 0.089616], [-0.738730, -1.989770, 0.675395], [1.355341, -3.610862, 1.208646], [0.788674, -0.866808, 3.544999], [-1.973509, 4.278090, 0.186082], [0.461513, -2.337041, -0.071419], [1.826418, 1.622454, -2.906571], [-2.536746, 3.297883, 0.233729]],
  "forces_ev_per_angstrom": [[-2.436, -3.141, 1.735], [-4.049, 0.852, 0.648], [0.880, -0.125, -2.743], [0.605, -2.493, 1.234], [4.353, -0.496, 2.898], [-1.227, 0.623, 1.757], [1.635, 1.514, -1.091], [1.242, 2.185, 0.496], [0.881, 5.151, -3.037], [1.936, 3.515, 0.675], [-3.019, -4.065, -2.303], [-4.695, 0.188, -3.220], [-2.210, 1.106, 3.924], [-1.650, -3.785, 2.440], [4.326, 7.819, -4.099], [-0.754, 1.017, -0.216], [-1.746, 0.566, 0.698], [2.102, -4.520, -0.841], [3.037, 0.079, 0.350], [-0.021, -1.113, 1.074], [-3.542, -2.297, 3.967], [3.492, 0.025, 0.264], [3.870, -2.478, 0.144], [-1.432, -0.307, 3.093], [-0.360, -0.992, -3.017], [0.158, -0.501, 1.382], [-1.039, -3.773, -0.101], [2.753, 0.719, -5.049], [-2.128, 2.868, 0.355], [-0.960, 1.860, -1.416]]
}